Below is 8 unconnected molecules or ions with the total composition C42H88N4O16, with properties calculated with ωB97M-V/def2-TZVPD.

XYZ file:
```
150
Properties=species:S:1:pos:R:3:forces:R:3
C 4.85971 -4.03606 -1.96360 -0.1 0.0 0.0
C 5.29162 -2.97988 -2.99772 -0.1 0.0 0.0
C 5.01005 -3.35354 -4.46015 -0.1 0.3 0.0
C 3.66677 -2.86287 -4.97865 -0.1 -0.3 -0.2
N 2.53692 -3.60607 -4.38691 0.1 0.0 0.0
C 1.47228 -2.80806 -3.84602 -0.2 0.0 0.1
C 1.89624 -1.98010 -2.68522 -0.1 0.0 0.0
N 2.25868 -1.41335 -1.75588 0.0 0.1 0.0
C 0.26015 -3.68875 -3.40102 0.0 0.1 0.1
C 0.70510 -4.58084 -2.31167 0.0 0.2 -0.3
N 1.11384 -5.31727 -1.53497 0.1 -0.2 0.2
C -0.16394 -4.61915 -4.55091 0.1 -0.1 -0.2
O -1.18173 -5.47684 -4.06435 -0.2 0.0 0.0
O -0.79335 -6.83520 -4.25519 0.2 0.0 0.0
C -0.88375 -2.78962 -2.94188 0.0 -0.1 -0.1
C -1.57093 -2.01981 -3.87311 0.1 0.0 -0.1
C -2.60047 -1.19772 -3.44986 0.0 -0.1 0.0
N -2.98648 -1.09662 -2.17923 0.1 0.0 -0.1
C -2.31019 -1.82445 -1.30010 0.0 -0.2 0.4
C -1.26140 -2.67995 -1.61862 -0.1 0.1 0.0
H 5.71158 -4.39652 -1.38768 0.0 0.0 0.0
H 4.40297 -4.90592 -2.44226 0.1 -0.1 0.0
H 4.12452 -3.65030 -1.25728 0.0 0.0 0.0
H 4.78984 -2.03069 -2.79198 0.1 0.0 0.1
H 6.35915 -2.78689 -2.88614 0.0 0.0 0.0
H 5.77603 -2.92475 -5.10714 0.0 -0.1 0.0
H 5.05742 -4.43852 -4.59302 0.1 0.0 0.0
H 3.55693 -1.79114 -4.78611 0.0 0.0 0.0
H 3.64336 -3.01394 -6.06194 -0.1 0.1 0.0
H 2.87843 -4.25139 -3.68431 0.0 0.0 0.1
H 1.09459 -2.12101 -4.60685 0.1 0.0 -0.1
H 0.69095 -5.19738 -4.89183 0.0 0.0 0.1
H -0.53614 -4.04798 -5.40453 -0.1 0.1 0.1
H -0.33729 -7.03175 -3.42117 -0.1 0.0 0.0
H -1.31785 -2.05351 -4.92511 0.0 0.0 0.0
H -3.14088 -0.60356 -4.17590 -0.1 0.1 0.0
H -2.61367 -1.74779 -0.26181 -0.1 0.1 0.0
H -0.76219 -3.23731 -0.83772 0.0 0.0 0.0
C 6.10566 -3.37639 4.79733 0.0 0.0 0.0
O 6.87856 -2.38188 4.15234 0.0 0.0 0.0
C 7.89283 -2.90443 3.31215 0.0 0.1 0.1
C 7.49204 -2.87594 1.85400 0.0 -0.1 -0.1
O 6.40664 -3.74557 1.58445 0.0 0.0 0.1
C 5.15965 -3.08075 1.47643 0.0 0.0 0.0
H 5.25505 -2.87740 5.25823 0.0 0.0 0.0
H 5.73986 -4.12454 4.09004 0.0 0.0 0.0
H 6.68723 -3.87591 5.58004 0.0 0.0 0.0
H 8.14541 -3.92808 3.60702 0.0 0.0 0.0
H 8.78410 -2.28339 3.44604 0.0 0.0 0.0
H 8.34123 -3.20926 1.24859 0.0 0.0 0.0
H 7.24518 -1.85148 1.55703 0.0 0.0 0.0
H 5.11017 -2.50240 0.54896 0.0 0.1 0.0
H 4.98111 -2.41503 2.32424 0.0 0.0 0.0
H 4.38356 -3.84388 1.45465 0.0 0.0 0.0
C -3.07003 2.83761 3.85737 0.0 0.0 -0.1
O -3.07560 3.23912 2.49719 0.0 -0.1 0.0
C -2.03005 2.66704 1.73071 0.0 0.1 0.0
C -2.51032 1.50221 0.89486 0.1 -0.2 0.0
O -2.92104 0.40929 1.70319 -0.1 0.0 0.0
C -4.32727 0.30672 1.83376 0.0 0.0 0.0
H -4.00376 3.17628 4.30111 0.0 0.0 0.0
H -3.00132 1.75138 3.95609 0.0 0.0 0.0
H -2.24379 3.30468 4.40060 0.0 0.0 0.0
H -1.21013 2.34501 2.38065 0.0 0.0 0.0
H -1.64744 3.44511 1.06237 0.0 0.0 0.0
H -1.68593 1.15303 0.26504 0.0 0.0 0.0
H -3.32536 1.81874 0.23725 0.0 0.0 0.0
H -4.78075 -0.04132 0.89893 0.0 0.0 0.0
H -4.77521 1.26263 2.11586 0.0 0.0 0.0
H -4.52859 -0.42379 2.61598 0.0 0.0 0.0
C 10.15966 -6.72458 -5.54933 0.0 0.0 0.0
O 9.65937 -6.39503 -6.83156 0.0 0.1 0.0
C 8.24410 -6.40319 -6.90972 0.1 0.0 -0.1
C 7.66597 -5.00802 -6.84930 -0.2 0.1 0.1
O 7.88752 -4.39366 -5.59025 0.1 0.0 0.0
C 8.95310 -3.46301 -5.58802 0.0 0.0 0.0
H 11.22658 -6.50848 -5.55228 0.0 0.0 0.0
H 9.67812 -6.13564 -4.76478 0.0 0.0 0.0
H 10.01723 -7.78962 -5.33659 0.0 0.0 0.0
H 7.81930 -7.01761 -6.10928 0.0 0.0 0.0
H 7.96949 -6.85650 -7.86729 0.0 0.0 0.0
H 6.58258 -5.06500 -6.99860 0.0 0.0 0.0
H 8.08148 -4.39287 -7.65331 0.0 0.0 0.0
H 8.68164 -2.55706 -6.14216 0.0 0.0 0.0
H 9.86150 -3.88800 -6.02167 0.0 0.0 0.0
H 9.14717 -3.19381 -4.55073 0.0 0.0 0.0
C 4.99096 -1.60678 -9.54103 0.0 0.0 0.0
O 5.37243 -2.96748 -9.61747 0.0 0.0 0.0
C 4.75796 -3.67131 -10.68510 0.0 -0.1 0.1
C 5.69264 -3.84102 -11.86131 0.0 0.0 -0.1
O 6.01588 -2.59983 -12.46373 0.0 0.0 0.1
C 7.29026 -2.10446 -12.09870 0.0 0.0 0.0
H 5.65693 -1.12229 -8.82854 0.0 0.0 0.0
H 5.08052 -1.10807 -10.50889 0.0 0.0 0.0
H 3.96039 -1.50973 -9.18131 0.0 0.0 0.0
H 3.84473 -3.15988 -11.00494 0.0 0.0 0.0
H 4.47851 -4.66120 -10.31089 0.0 0.0 0.0
H 5.19940 -4.45831 -12.61830 0.0 0.0 0.0
H 6.60205 -4.35980 -11.54116 0.0 0.0 0.0
H 8.08680 -2.69621 -12.56241 0.0 0.0 0.0
H 7.42831 -2.10577 -11.01447 0.0 0.0 0.0
H 7.35703 -1.08124 -12.46405 0.0 0.0 0.0
C -3.92286 4.59860 9.90344 0.0 0.0 0.0
O -3.14509 5.66836 9.40107 0.0 0.0 0.0
C -2.02841 5.25020 8.63474 0.0 0.1 0.1
C -2.29079 5.35675 7.14942 0.0 -0.1 -0.1
O -3.29951 4.45711 6.72451 0.0 0.0 0.1
C -4.55916 5.07212 6.51695 0.0 0.0 0.0
H -4.83888 5.02575 10.30806 0.0 0.0 0.0
H -4.17928 3.88317 9.11824 0.0 0.0 0.0
H -3.39394 4.07500 10.70744 0.0 0.0 0.0
H -1.75161 4.22214 8.88975 0.0 0.0 0.0
H -1.18803 5.90171 8.89357 0.0 0.0 0.0
H -1.37205 5.10393 6.60956 0.0 0.0 0.0
H -2.56225 6.38543 6.89191 0.0 0.0 0.0
H -4.54660 5.69096 5.61664 0.0 0.1 0.0
H -4.85542 5.68913 7.36854 0.0 0.0 0.0
H -5.29252 4.27661 6.38540 0.0 0.0 0.0
C -5.84501 6.67147 3.34062 0.0 0.0 0.0
O -6.35916 7.21584 4.54553 0.0 0.0 -0.1
C -6.91860 8.50984 4.38489 0.0 0.0 0.2
C -8.42861 8.45870 4.32554 -0.1 0.0 -0.1
O -8.90207 7.78934 3.17219 0.1 0.0 0.0
C -9.24902 6.43380 3.39804 0.0 0.0 0.0
H -5.62350 5.62053 3.51998 0.0 0.0 0.0
H -6.56885 6.74715 2.52624 0.0 0.0 0.0
H -4.91929 7.17847 3.04790 0.0 0.0 0.0
H -6.52071 8.99394 3.48774 0.0 0.0 0.0
H -6.62080 9.10691 5.25283 0.0 0.0 0.0
H -8.82095 9.48008 4.29764 0.0 0.0 0.0
H -8.81218 7.97516 5.22890 0.0 0.0 0.0
H -10.15169 6.35437 4.01215 0.0 0.0 0.1
H -8.43967 5.88243 3.88313 0.0 0.0 0.0
H -9.44519 5.98949 2.42357 0.0 0.0 0.0
C -11.36171 5.61886 9.67078 0.0 0.0 0.0
O -10.96489 4.27927 9.44665 0.0 0.0 0.0
C -11.52698 3.70628 8.27846 0.0 -0.1 0.1
C -10.54609 3.69121 7.12780 0.0 0.0 -0.1
O -10.21847 5.00033 6.69289 0.0 0.0 0.0
C -8.96856 5.46203 7.17124 0.0 0.0 0.0
H -10.73767 6.01211 10.47140 0.0 0.0 0.0
H -11.22682 6.23428 8.77787 0.0 0.0 0.0
H -12.40987 5.66814 9.98539 0.0 0.0 0.0
H -12.43443 4.24425 7.98607 0.0 0.0 0.0
H -11.80625 2.67558 8.51768 0.0 0.0 0.0
H -11.00013 3.16591 6.28185 0.0 0.0 0.0
H -9.64146 3.14765 7.41848 0.0 0.0 0.0
H -8.14486 4.94542 6.66606 0.0 0.0 0.0
H -8.87399 5.32494 8.25124 0.0 0.0 0.0
H -8.90426 6.52368 6.94258 0.0 0.0 0.0
```
Positions in Å, forces in eV/Å.

Results
HOMO level ... -9.0647 eV
Electronic energy ... -3075.51360 a.u.
SMILES ... CCCCN[C@H](C#N)[C@](C#N)(COO)c1ccncc1.COCCOC.COCCOC.COCCOC.COCCOC.COCCOC.COCCOC.COCCOC
Charge ... 0

These are the Löwdin partial charges, in e, on atoms 1 to 99: number 1, C, carries -0.100; number 2, C, carries -0.228; number 3, C, carries -0.204; number 4, C, carries -0.198; number 5, N, carries 0.006; number 6, C, carries -0.271; number 7, C, carries -0.161; number 8, N, carries 0.202; number 9, C, carries -0.315; number 10, C, carries -0.177; number 11, N, carries 0.225; number 12, C, carries -0.138; number 13, O, carries -0.127; number 14, O, carries -0.005; number 15, C, carries -0.170; number 16, C, carries -0.012; number 17, C, carries -0.128; number 18, N, carries 0.074; number 19, C, carries -0.119; number 20, C, carries 0.008; number 21, H, carries 0.070; number 22, H, carries 0.062; number 23, H, carries 0.044; number 24, H, carries 0.088; number 25, H, carries 0.098; number 26, H, carries 0.099; number 27, H, carries 0.113; number 28, H, carries 0.117; number 29, H, carries 0.109; number 30, H, carries 0.093; number 31, H, carries 0.158; number 32, H, carries 0.130; number 33, H, carries 0.133; number 34, H, carries 0.096; number 35, H, carries 0.113; number 36, H, carries 0.107; number 37, H, carries 0.106; number 38, H, carries 0.116; number 39, C, carries -0.112; number 40, O, carries -0.189; number 41, C, carries -0.209; number 42, C, carries -0.209; number 43, O, carries -0.194; number 44, C, carries -0.112; number 45, H, carries 0.089; number 46, H, carries 0.083; number 47, H, carries 0.088; number 48, H, carries 0.126; number 49, H, carries 0.125; number 50, H, carries 0.124; number 51, H, carries 0.127; number 52, H, carries 0.078; number 53, H, carries 0.086; number 54, H, carries 0.094; number 55, C, carries -0.099; number 56, O, carries -0.190; number 57, C, carries -0.207; number 58, C, carries -0.209; number 59, O, carries -0.203; number 60, C, carries -0.112; number 61, H, carries 0.076; number 62, H, carries 0.088; number 63, H, carries 0.085; number 64, H, carries 0.128; number 65, H, carries 0.125; number 66, H, carries 0.122; number 67, H, carries 0.127; number 68, H, carries 0.087; number 69, H, carries 0.083; number 70, H, carries 0.089; number 71, C, carries -0.111; number 72, O, carries -0.188; number 73, C, carries -0.205; number 74, C, carries -0.203; number 75, O, carries -0.212; number 76, C, carries -0.106; number 77, H, carries 0.089; number 78, H, carries 0.083; number 79, H, carries 0.089; number 80, H, carries 0.127; number 81, H, carries 0.126; number 82, H, carries 0.123; number 83, H, carries 0.127; number 84, H, carries 0.088; number 85, H, carries 0.085; number 86, H, carries 0.089; number 87, C, carries -0.111; number 88, O, carries -0.203; number 89, C, carries -0.206; number 90, C, carries -0.207; number 91, O, carries -0.189; number 92, C, carries -0.110; number 93, H, carries 0.088; number 94, H, carries 0.085; number 95, H, carries 0.087; number 96, H, carries 0.127; number 97, H, carries 0.125; number 98, H, carries 0.126; number 99, H, carries 0.125